Below is a structure of composition C10H9ClCoNO10, with properties calculated with ωB97M-V with the def2-TZVPD basis set.

Summary:
Energy above the lowest of the compared OMol25 structures with the same formula, charge and spin = 0.00 kJ/mol
Kohn-Sham gap (spin up / spin down) = 8.570 / 8.591 eV
HOMO energy (spin up / spin down) = -0.213 / -0.213 hartree
Max |F| = 1.0 eV Å⁻¹
Spin multiplicity = 2
Charge = -1

Geometry as XYZ:
```
32
Properties=species:S:1:pos:R:3:forces:R:3
Co 1.488 -0.170 1.778 0.056 -0.781 0.394
N 0.877 1.572 2.468 -0.019 0.073 -0.135
C 1.874 2.057 3.446 -0.242 0.219 0.024
C 3.107 1.165 3.491 0.242 -0.340 -0.130
O 4.042 1.484 4.200 -0.052 -0.004 0.033
O 3.034 0.094 2.760 0.197 0.454 0.012
H 0.864 2.131 1.617 0.021 0.067 0.034
H -0.062 1.536 2.843 0.014 -0.009 0.044
H 1.435 2.060 4.443 0.026 0.006 0.013
H 2.192 3.074 3.222 -0.016 0.008 -0.004
O -2.099 -2.009 2.237 -0.061 -0.022 0.027
C -1.299 -1.542 1.442 0.355 -0.054 0.086
O -0.103 -1.159 1.768 -0.358 0.205 -0.235
C -1.665 -1.454 -0.018 -0.027 0.042 -0.107
C -2.632 -2.332 -0.490 -0.067 0.032 -0.107
C -3.029 -2.338 -1.831 -0.010 -0.016 0.137
C -2.432 -1.414 -2.649 -0.110 -0.141 -0.054
O -2.673 -1.179 -3.981 0.081 0.133 -0.082
C -1.650 -0.256 -4.375 -0.085 -0.006 0.223
O -1.110 0.322 -3.196 -0.077 -0.044 -0.123
C -1.487 -0.526 -2.179 0.170 0.115 0.009
C -1.060 -0.526 -0.878 -0.007 -0.003 0.095
H -3.078 -3.017 0.218 0.005 -0.001 -0.002
H -3.777 -3.024 -2.204 0.013 -0.002 -0.002
H -2.094 0.525 -4.988 0.023 0.001 -0.055
H -0.864 -0.798 -4.912 0.034 -0.028 -0.026
H -0.307 0.172 -0.541 -0.009 -0.035 0.013
O 3.710 1.801 -0.317 -0.469 -0.191 -0.177
Cl 2.515 1.138 -0.758 0.179 -0.365 0.199
O 2.423 -0.196 -0.062 -0.185 0.884 -0.413
O 2.523 0.890 -2.168 0.018 0.069 0.436
O 1.340 1.921 -0.386 0.361 -0.265 -0.127
```
Positions in Å, forces in eV/Å.

How is the electron density shared among the atoms? According to natural (NBO), the charges in e are: 1.33, -0.84, -0.35, 0.77, -0.65, -0.76, 0.42, 0.39, 0.21, 0.22, -0.66, 0.78, -0.88, -0.15, -0.18, -0.27, 0.21, -0.49, 0.23, -0.49, 0.28, -0.25, 0.23, 0.22, 0.16, 0.15, 0.25, -0.81, 2.52, -0.91, -0.81, -0.88